Entry from the OMol25 dataset: an isolated molecule of C6H13P in a non-equilibrium geometry (ωB97M-V/def2-TZVPD).

Values from the calculation:
SMILES: C=C(C)P(=C)(C)C
Largest force on an atom (eV/A): 4.025
Relative energy (zero: lowest compared OMol25 entry of this formula, charge and spin) (kcal/mol): 68.2
Gap between HOMO and LUMO (eV): 8.5

```
! RIJCOSX wB97M-V def2-TZVPD def2/J DEFGRID3
* xyz 0 1
C 1.7335 1.3854 -0.0923
C 1.1145 0.2147 0.0531
C 1.7792 -1.0797 -0.3908
P -0.6324 -0.1380 0.4177
C -1.2651 -1.3116 1.5402
C -1.5332 1.4504 0.5284
C -1.0654 -0.6091 -1.3233
H 1.4918 2.4214 0.1669
H 2.7911 1.3276 -0.1970
H 1.9181 -1.2988 -1.5041
H 2.7131 -1.2299 0.1657
H 1.0045 -1.8847 -0.0400
H -0.4362 -2.1081 1.6035
H -1.0437 -0.6859 2.4591
H -0.7524 2.1990 0.3805
H -2.4259 1.4361 -0.1807
H -1.9048 1.6382 1.5075
H -2.0483 -0.5502 -1.5266
H -0.8439 0.2654 -1.8997
H -0.5946 -1.4422 -1.6680
*
```



Entry from the OMol25 dataset: C27H38NiO7PSi as an isolated structure in a non-equilibrium geometry (ωB97M-V/def2-TZVPD).

Values from the calculation:
Largest force on an atom (eV/A): 4.394
Gap between HOMO and LUMO (spin up / spin down) (eV): 8.1 / 5.9

```
! RIJCOSX wB97M-V def2-TZVPD def2/J DEFGRID3
* xyz 1 3
Ni 0.7012 -1.4873 -0.0061
C -2.5453 -1.6162 -0.0709
O -1.4087 -1.3556 0.7316
C -1.5905 -1.7803 2.0717
C -0.3734 -1.3704 2.8998
O 0.7826 -1.8682 2.2502
C 2.0053 -1.4162 2.8062
C 3.1287 -1.7469 1.8258
O 2.7867 -1.1841 0.5708
C 3.8471 -1.2171 -0.3661
H -3.4252 -1.1025 0.3360
H -2.3342 -1.2262 -1.0652
H -2.7427 -2.6934 -0.1241
H -2.4844 -1.3046 2.4938
H -1.7189 -2.8725 2.0973
H -0.3311 -0.2750 2.9678
H -0.4549 -1.7968 3.9099
H 1.9663 -0.3309 2.9538
H 2.1884 -1.9019 3.7739
H 4.0670 -1.3070 2.1919
H 3.2497 -2.8362 1.7394
H 4.6327 -0.5138 -0.0681
H 4.2674 -2.2230 -0.4490
H 3.4325 -0.9092 -1.3239
O 0.4571 0.4015 -0.5767
Si -0.3366 1.7342 -0.5626
C 0.6757 3.2231 -1.2688
C 2.0495 3.2434 -1.1460
C 2.7555 4.3291 -1.6414
C 2.0807 5.3863 -2.2274
C 0.7006 5.3621 -2.3280
C -0.0078 4.2775 -1.8381
C -0.5705 2.6325 1.1267
C -1.5459 3.6109 1.2431
C -1.7775 4.2214 2.4632
C -1.0076 3.8812 3.5635
C -0.0027 2.9348 3.4391
C 0.2233 2.3201 2.2172
C -2.0222 1.7158 -1.4356
C -2.0912 1.6914 -2.8246
C -3.3105 1.6758 -3.4796
C -4.4888 1.6903 -2.7514
C -4.4377 1.6966 -1.3674
C -3.2152 1.7051 -0.7178
H 2.5656 2.4174 -0.6817
H 3.8310 4.3505 -1.5490
H 2.6286 6.2390 -2.5998
H 0.1625 6.1867 -2.7701
H -1.0842 4.2539 -1.9166
H -2.1372 3.8947 0.3843
H -2.5522 4.9696 2.5430
H -1.1799 4.3690 4.5117
H 0.6123 2.6821 4.2915
H 1.0164 1.5949 2.1028
H -1.1728 1.6874 -3.3955
H -3.3382 1.6578 -4.5592
H -5.4424 1.7010 -3.2598
H -5.3518 1.7004 -0.7904
H -3.1868 1.7080 0.3637
C -0.3259 -5.1481 1.0340
O -0.2255 -4.7063 -0.3106
P 0.8598 -3.5526 -0.7017
O 0.7468 -3.7283 -2.2923
C 0.1299 -2.7259 -3.0888
O 2.2670 -4.2633 -0.3689
C 2.5687 -5.6083 -0.7378
H -0.1120 -6.2184 1.0706
H -1.3452 -4.9780 1.3883
H 0.3787 -4.6156 1.6780
H 0.7325 -2.5960 -3.9865
H 0.0734 -1.7703 -2.5438
H -0.8716 -3.0443 -3.3806
H 3.2644 -5.9969 0.0061
H 3.0411 -5.6306 -1.7188
H 1.6696 -6.2248 -0.7548
*
```



Entry from the OMol25 dataset: a 9-piece molecular cluster, C30H55NO24 overall in a non-equilibrium geometry (ωB97M-V/def2-TZVPD).

Values from the calculation:
SMILES: C[C@H]1COC(=O)O1.C[C@H]1COC(=O)O1.COC(=O)OC.COC(=O)OC.COC(=O)OC.COC(=O)OC.COC(=O)OC.COC(=O)OC.CCCC#N
Largest force on an atom (eV/A): 9.665
Relative energy (zero: lowest compared OMol25 entry of this formula, charge and spin) (kcal/mol): 37.0
Gap between HOMO and LUMO (eV): 9.9

```
! RIJCOSX wB97M-V def2-TZVPD def2/J DEFGRID3
* xyz 0 1
C -1.5986 -3.4044 -3.2352
C -2.0456 -4.7204 -2.6732
C -3.3936 -4.6164 -1.8782
O -4.3786 -5.1984 -2.7392
C -3.7746 -5.7914 -3.7692
O -4.2226 -6.4544 -4.7172
O -2.4136 -5.5074 -3.7582
H -1.2926 -2.7014 -2.4212
H -2.4466 -2.9754 -3.7882
H -0.6976 -3.4004 -3.8422
H -1.2736 -5.1474 -2.0482
H -3.6216 -3.5624 -1.8352
H -3.3726 -5.0764 -0.9122
C -0.2196 -2.2524 4.3058
C 1.2734 -2.1174 4.6898
C 2.2324 -2.7394 3.6438
O 3.1924 -1.7024 3.5048
C 2.8024 -0.6074 4.0918
O 3.3604 0.4706 3.9998
O 1.6704 -0.7924 4.7118
H -0.8706 -1.5394 4.7658
H -0.6766 -3.2054 4.5208
H -0.3356 -2.1874 3.2018
H 1.4154 -2.4774 5.7248
H 1.7324 -3.0124 2.7358
H 2.6954 -3.6484 4.0398
C 2.6874 5.5006 -1.1782
O 1.4684 5.4736 -0.4242
C 0.9244 4.2956 -0.0552
O 1.4324 3.0506 -0.5372
O -0.2186 4.3326 0.5568
C -0.8656 3.1406 0.9158
H 2.5924 4.9386 -2.1212
H 3.4484 5.1436 -0.5692
H 2.8924 6.5126 -1.4072
H -0.3926 2.6686 1.7618
H -0.9346 2.4226 0.0788
H -1.8166 3.3336 1.3208
C -1.2946 -5.0684 1.8548
O -0.0816 -4.7294 1.2558
C -0.0896 -3.7294 0.4088
O -1.2906 -3.1414 -0.0762
O 1.1674 -3.4034 -0.0152
C 1.3874 -2.3204 -0.9312
H -1.8356 -4.2464 2.3098
H -1.2476 -5.8774 2.5398
H -1.9486 -5.4514 1.0868
H 2.3934 -2.2124 -1.2252
H 0.9444 -1.3794 -0.6472
H 0.9304 -2.5824 -1.8622
C 1.2734 1.2256 -7.4132
O 1.4674 0.7806 -6.1092
C 0.9104 1.3876 -5.0612
O 0.1604 2.5876 -5.1232
O 1.1204 0.7566 -3.9252
C 0.2634 0.9466 -2.8042
H 0.2614 1.1776 -7.7302
H 1.6754 0.4206 -8.0532
H 1.7924 2.1086 -7.6562
H 0.4614 0.2096 -2.0112
H -0.7736 0.8836 -3.0202
H 0.3454 1.8776 -2.3732
C -3.2776 1.4226 -2.0622
O -3.2496 0.2906 -2.8822
C -4.3816 -0.4504 -3.0132
O -5.5476 -0.0614 -2.3012
O -4.2566 -1.4524 -3.8072
C -5.4446 -2.2794 -4.0082
H -2.2586 1.7956 -1.8602
H -3.6646 1.1436 -1.1182
H -3.9166 2.2456 -2.2182
H -5.1236 -3.2294 -4.4192
H -6.2756 -1.8374 -4.6482
H -5.8056 -2.7234 -3.0692
C 2.0344 5.5096 2.5708
O 2.0204 4.1916 3.0168
C 1.0154 3.8376 3.7798
O -0.1796 4.6336 3.8998
O 1.1134 2.6636 4.2548
C 0.0804 1.9506 4.9748
H 2.4774 6.1166 3.3438
H 1.0254 5.8556 2.4418
H 2.6674 5.6976 1.7018
H -0.5496 2.6486 5.4668
H 0.4664 1.2936 5.7508
H -0.4786 1.3376 4.2988
C -3.6506 -1.2964 0.5208
O -2.5886 -0.9634 1.4748
C -1.5146 -0.3754 1.0168
O -1.2386 -0.1844 -0.3742
O -0.6916 0.0466 2.0438
C 0.6634 0.3336 1.7468
H -4.0606 -2.3034 0.5838
H -3.3696 -1.0884 -0.5372
H -4.4556 -0.5404 0.6758
H 1.2344 0.8116 2.5758
H 0.7074 0.9626 0.8068
H 1.0904 -0.6074 1.4398
C 5.4404 3.6816 2.2408
C 5.2294 2.2156 1.8588
C 3.8924 1.9116 1.1988
C 3.7414 0.4986 0.9338
N 3.6434 -0.6214 0.7648
H 6.2824 3.8506 2.9278
H 4.5304 4.0006 2.7098
H 5.6804 4.3106 1.3138
H 5.3204 1.4736 2.6618
H 5.9834 1.9106 1.1598
H 3.7144 2.4896 0.3098
H 2.9774 2.2146 1.7748
*
```